13
Properties=species:S:1:pos:R:3:forces:R:3:mulliken_charge:R:1 method="wB97M-V/def2-TZVPD" de_lowest_ev=2.7702 e_lumo_ev=0.9 orbital_gap_ev=9.07 homo_energy_ev=-8.154 largest_force_ha_per_bohr=0.06108 smiles="CNCC=C=O" mol_weight_da=85.106
C -0.57967 1.14494 -0.06161 1.07 -2.25 1.92 -0.296
C 1.50566 -0.41390 0.17104 0.04 0.36 -0.28 -0.877
N 0.24472 -0.00889 0.77640 -0.77 1.83 -1.31 -0.335
C -1.45837 0.15181 -0.71751 0.32 0.22 -0.12 -0.639
C -1.22068 -1.05627 -0.18964 -0.73 -1.31 -0.84 0.571
O -1.31016 -2.23164 -0.07751 0.31 1.23 0.32 -0.489
H 0.36943 0.21681 1.75798 -0.10 0.18 -0.09 0.259
H -0.00615 1.77459 -0.75815 0.19 -0.19 0.57 0.250
H -1.05618 1.69124 0.75427 0.07 0.48 -0.34 0.272
H -1.94569 0.32503 -1.65944 -0.43 -0.28 -0.02 0.334
H 1.30273 -0.72290 -0.85927 0.10 0.02 0.13 0.300
H 1.90437 -1.26979 0.71095 0.06 -0.04 0.01 0.317
H 2.24999 0.39895 0.15251 -0.12 -0.26 0.06 0.330